1.
{
  "formula": "C15H34AlO8P2",
  "method": "the ωB97M-V functional and the def2-TZVPD basis",
  "energy_ha": -2119.25842,
  "total_charge": -1,
  "largest_force_ha_per_bohr": 0.019,
  "homo_ev": -4.70,
  "e_above_lowest_kcal_mol": 0.0,
  "elements": ["O", "H", "C", "C", "H", "Al", "H", "H", "C", "H", "H", "H", "C", "H", "H", "H", "H", "C", "O", "H", "H", "C", "H", "H", "H", "H", "H", "O", "H", "H", "C", "H", "C", "H", "C", "C", "C", "C", "O", "H", "O", "P", "H", "H", "C", "H", "H", "C", "O", "O", "H", "C", "H", "H", "H", "H", "P", "H", "O", "H"],
  "coordinates": [[1.540, 1.173, 0.027], [-0.812, 4.537, -0.247], [1.060, 3.894, -1.171], [2.917, -2.118, -1.213], [-0.744, 1.982, -1.179], [0.322, -1.941, -0.318], [-2.130, -2.402, 5.996], [0.032, 3.268, 0.650], [4.225, -0.309, -2.462], [3.246, -3.070, -0.788], [0.983, 2.964, -3.119], [1.307, 1.109, -0.909], [-2.825, -0.903, 4.546], [4.614, -2.424, -2.529], [1.814, 3.147, -0.914], [-0.090, 4.334, -2.936], [-3.181, 1.218, 4.558], [3.747, -1.760, -2.454], [1.541, -2.174, -1.546], [3.376, 0.380, -2.435], [-1.794, 3.078, -2.040], [-0.822, 0.002, -2.849], [0.176, -0.100, -2.403], [-1.488, 0.391, 0.786], [-2.176, 1.487, -3.579], [-0.789, -0.603, -3.763], [-1.484, 0.756, 4.387], [-2.787, -1.108, 3.126], [0.626, 4.920, 0.699], [0.100, -4.857, 1.146], [-1.461, -1.900, -1.217], [-0.535, 1.711, -4.141], [-1.891, -0.605, -1.927], [-3.845, -1.119, 4.881], [-1.874, -1.987, 5.024], [-1.128, 1.445, -3.258], [-0.883, 2.481, -2.142], [0.174, 4.166, 0.050], [1.314, -0.023, 2.240], [-2.240, 0.155, -1.214], [-2.364, -2.861, 1.790], [0.656, 0.112, 0.914], [1.607, 4.810, -1.420], [-2.293, 0.610, 5.964], [-2.422, 0.508, 4.885], [4.803, -0.080, -3.363], [-1.469, -2.722, -1.946], [0.286, 3.442, -2.420], [2.197, -3.731, 1.605], [-2.023, -2.994, 4.019], [3.119, -1.940, -3.330], [-2.404, -2.383, 2.875], [-2.218, -2.159, -0.466], [-2.762, -0.813, -2.567], [3.107, -1.367, -0.430], [4.859, -0.097, -1.599], [0.703, -3.590, 1.405], [-0.836, -1.647, 5.021], [-0.756, 0.953, 1.072], [0.076, -3.249, 2.631]]
}

=====

2.
{
  "formula": "C15H34B3FO8",
  "method": "the ωB97M-V functional and the def2-TZVPD basis",
  "smiles": "COCB1OB(CCF)OB(CCC(=O)O)O1.CCOCC.CCOCC",
  "energy_ha": -1368.29471,
  "total_charge": 0,
  "largest_force_ha_per_bohr": 0.179,
  "homo_ev": -9.38,
  "elements": ["H", "O", "H", "H", "H", "H", "H", "C", "O", "O", "B", "C", "H", "O", "H", "H", "C", "C", "H", "H", "H", "H", "H", "H", "H", "H", "H", "C", "C", "H", "H", "H", "H", "C", "H", "C", "H", "C", "H", "H", "H", "H", "O", "C", "C", "F", "H", "B", "C", "O", "O", "H", "H", "C", "H", "C", "C", "H", "H", "B", "O"],
  "coordinates": [[-1.262, 1.138, 4.007], [-1.094, -3.483, -0.707], [-1.651, 7.132, -0.216], [-2.634, 2.146, 3.172], [-2.071, -9.000, 1.067], [0.396, -0.995, -1.074], [-2.223, -5.231, 0.659], [3.989, 5.474, -2.759], [-0.228, 5.505, -0.031], [-0.557, 2.362, -0.888], [-0.844, 0.896, -0.701], [-2.035, 1.115, 3.122], [-0.125, 4.648, 1.964], [-1.639, 0.369, 0.463], [4.685, 5.884, -0.737], [-1.842, 4.568, 1.190], [4.938, 6.129, -1.771], [-1.146, -6.822, -0.327], [-2.035, -7.441, -0.492], [-1.260, 6.637, 1.592], [2.134, 4.845, -0.833], [2.964, 5.835, -2.621], [5.966, 5.790, -1.944], [0.006, 7.627, 0.605], [-1.173, -1.853, -3.277], [-1.508, -6.398, 1.777], [4.906, 7.218, -1.874], [-0.809, 6.776, 0.517], [-3.170, -0.069, 3.246], [0.092, -7.906, 1.868], [1.531, 3.477, -1.766], [4.283, 5.764, -3.773], [-1.112, -10.115, 0.095], [-1.503, -1.252, -2.310], [-0.469, -5.228, 0.964], [-0.284, -0.280, -1.745], [-1.005, -6.237, -1.242], [0.045, -8.503, 0.951], [2.038, 3.252, -0.075], [-2.421, -0.573, -2.627], [4.413, 3.701, -0.709], [-3.701, -0.159, 2.207], [4.018, 4.050, -2.718], [-1.990, -2.388, -1.199], [-1.349, -5.867, 0.835], [-2.470, -1.294, 3.698], [-3.984, 0.334, 4.012], [-1.242, 1.108, 1.681], [-0.684, 4.483, 0.923], [-0.011, 1.965, 1.549], [0.008, -7.648, -0.191], [-0.208, -3.067, -0.423], [0.406, 0.144, -2.592], [3.671, 3.443, -1.474], [-1.000, -10.153, 1.871], [2.264, 3.776, -1.010], [-1.101, -9.497, 0.999], [0.989, -9.056, 0.896], [3.747, 2.361, -1.623], [-0.410, 2.928, 0.467], [-3.238, -2.363, -0.667]]
}

=====

3.
{
  "formula": "C15H34BeBr3CaN4O14V",
  "method": "the ωB97M-V functional and the def2-TZVPD basis",
  "energy_ha": -11220.82086,
  "total_charge": 2,
  "largest_force_ha_per_bohr": 0.177,
  "homo_ev": -10.32,
  "elements": ["H", "O", "C", "C", "H", "O", "H", "H", "Br", "C", "H", "H", "H", "N", "O", "H", "N", "Be", "H", "N", "H", "O", "O", "H", "H", "H", "O", "H", "Br", "H", "H", "Ca", "C", "O", "H", "H", "O", "H", "H", "C", "C", "O", "C", "O", "H", "V", "C", "C", "C", "H", "C", "O", "H", "H", "H", "C", "H", "O", "C", "Br", "H", "O", "C", "H", "H", "H", "O", "H", "N", "H", "H", "H", "C"],
  "coordinates": [[4.741, -0.061, -6.562], [-0.158, -1.922, -2.235], [-2.833, 1.696, 1.986], [-1.998, -0.160, 3.197], [-0.975, -0.537, 3.292], [-1.401, 6.537, -6.985], [-4.347, -0.687, 1.213], [3.766, 3.627, -0.672], [-5.419, -6.405, 4.900], [0.660, 5.659, -6.366], [-8.259, -2.997, 6.445], [3.868, 0.301, 0.630], [5.543, -0.589, -3.201], [3.561, 2.675, -1.065], [5.851, -1.736, -4.901], [0.591, 4.861, -7.108], [4.739, 2.085, -1.568], [3.281, 2.912, -5.698], [6.175, -0.094, -7.643], [-0.199, 6.781, -6.833], [3.710, -1.049, -2.728], [-3.699, -5.886, 9.327], [1.078, 2.577, -1.721], [1.688, 6.015, -6.277], [0.541, 0.952, -3.134], [-3.786, 1.562, 2.503], [0.973, -1.782, 0.001], [-2.798, -1.860, 4.240], [-8.519, -1.431, 4.515], [-5.911, -0.546, 2.042], [0.279, 5.334, -5.396], [8.081, -3.754, -6.713], [-2.967, -1.342, 3.291], [-4.327, -0.899, 3.295], [-5.757, -1.396, 5.554], [-3.036, 2.026, 0.962], [7.900, 1.469, -1.309], [-2.791, -2.060, 2.480], [-2.843, -6.619, 11.448], [-0.171, 0.402, -0.939], [0.267, -1.212, -0.983], [0.352, 7.870, -7.033], [0.857, 1.143, -2.021], [2.758, 3.032, -3.455], [4.436, -1.284, -0.250], [-4.519, -4.333, 9.270], [-6.244, -2.230, 6.066], [4.485, -0.151, -2.865], [-4.957, -1.081, 2.031], [6.322, 0.587, -5.987], [2.500, 2.794, -2.144], [-2.594, -7.239, 12.109], [-5.155, -2.145, 1.867], [-2.243, 2.468, 2.490], [5.774, -0.150, 0.465], [5.827, -0.161, -6.610], [-1.274, 0.527, -1.313], [6.774, -2.278, -6.827], [4.675, 0.712, -1.469], [-5.785, -3.849, 5.081], [1.912, 0.614, -1.841], [-2.088, 0.485, 1.924], [-7.742, -2.069, 6.186], [0.140, -1.364, -3.016], [7.063, 1.874, -1.441], [-0.038, 0.809, 0.166], [-5.338, -2.780, 9.212], [-5.790, -2.360, 7.053], [6.180, -1.501, -6.070], [-7.990, -1.303, 6.925], [4.046, 0.516, -3.729], [-2.170, 0.554, 4.012], [4.725, -0.150, -0.066]]
}

=====

4.
{
  "formula": "C15H34BrNO3P2",
  "method": "the ωB97M-V functional and the def2-TZVPD basis",
  "smiles": "CCCCCCCCC[PH](Br)(CCCC(=O)OCC)P(N)O",
  "energy_ha": -4129.14260,
  "total_charge": 0,
  "largest_force_ha_per_bohr": 0.043,
  "homo_ev": -7.46,
  "elements": ["H", "H", "P", "H", "H", "H", "H", "Br", "C", "H", "H", "O", "H", "C", "H", "H", "C", "H", "O", "H", "H", "H", "C", "H", "H", "C", "H", "C", "H", "H", "H", "H", "C", "C", "C", "H", "H", "C", "H", "C", "O", "H", "C", "P", "H", "H", "C", "H", "C", "C", "N", "H", "H", "H", "H", "H"],
  "coordinates": [[-0.116, 2.724, -1.200], [2.930, -1.863, 1.461], [-1.223, 0.689, -0.622], [-6.907, -0.683, 0.295], [1.370, -0.732, -3.434], [3.803, -1.024, -0.891], [-3.402, 1.342, -1.446], [-2.545, 2.129, 0.832], [-2.975, -0.244, -2.798], [1.072, 1.389, -0.994], [0.316, 1.717, 1.590], [1.076, -1.258, -0.679], [2.272, 2.503, 3.045], [0.586, 2.417, 0.804], [0.681, -1.803, 0.003], [-4.278, -1.931, -2.613], [0.202, 1.887, -0.584], [2.225, 3.783, 0.993], [-3.313, -1.680, 0.334], [4.979, -3.239, 0.797], [2.647, 2.410, 0.016], [-3.820, 0.120, -3.380], [2.104, 2.704, 0.914], [-2.135, 1.725, -2.571], [-5.782, -1.888, 0.862], [2.671, 0.545, 2.141], [-2.242, -0.546, -3.540], [-2.525, 0.935, -1.930], [4.696, 0.226, 2.562], [4.368, 0.368, 0.815], [2.402, 0.149, 3.118], [1.929, 0.210, 1.415], [4.273, -2.005, -0.810], [-5.876, -0.839, 0.598], [-3.928, -1.257, -0.646], [3.786, 2.341, 2.198], [5.021, -2.089, -1.590], [4.023, -0.058, 1.755], [-4.693, -0.345, 2.298], [3.965, -1.595, 1.676], [-5.067, -0.555, -0.549], [5.859, -1.754, 0.617], [-5.561, 0.054, 1.779], [-0.113, -0.894, -1.776], [-6.374, 0.041, 2.499], [-2.668, -2.251, -2.039], [-3.451, -1.505, -2.045], [4.233, -1.986, 2.654], [4.854, -2.175, 0.592], [2.728, 2.084, 2.150], [0.808, -0.023, -2.970], [0.090, 3.353, 1.022], [0.138, 0.257, -3.679], [-1.271, -0.227, 0.435], [-5.307, 1.062, 1.471], [3.463, -2.716, -0.956]]
}